{
  "formula": "C20H29N5O4SV",
  "method": "the ωB97M-V functional and the def2-TZVPD basis",
  "elements": ["V", "N", "C", "C", "O", "N", "C", "C", "O", "O", "H", "H", "H", "H", "H", "H", "N", "C", "C", "C", "N", "C", "C", "N", "C", "H", "H", "H", "H", "H", "H", "H", "H", "H", "H", "H", "H", "H", "H", "H", "H", "C", "C", "O", "S", "C", "C", "C", "C", "C", "C", "C", "C", "H", "H", "H", "H", "H", "H", "H"],
  "xyz": [[-1.627, 1.546, -0.287], [-0.908, 2.771, -1.917], [-0.119, 3.850, -1.264], [-0.978, 4.323, -0.100], [-1.171, 5.476, 0.181], [-1.609, 3.236, 0.511], [-2.939, 3.461, 1.094], [-3.723, 2.207, 0.660], [-4.322, 1.526, 1.493], [-3.564, 1.875, -0.599], [-1.710, 3.187, -2.387], [-0.362, 2.274, -2.614], [0.811, 3.414, -0.900], [0.100, 4.683, -1.927], [-2.952, 3.555, 2.179], [-3.391, 4.363, 0.674], [-2.471, 1.394, 3.359], [-2.223, 0.045, 3.999], [-0.743, -0.062, 4.340], [0.117, -0.097, 3.079], [-0.002, 1.210, 2.397], [-0.314, -1.222, 2.142], [-1.804, -1.283, 1.834], [-2.227, -0.345, 0.753], [-2.670, -1.073, 3.073], [-2.566, 2.120, 4.069], [-3.317, 1.417, 2.733], [-1.623, 1.602, 2.795], [-2.827, 0.009, 4.904], [-0.594, -0.982, 4.910], [-0.437, 0.762, 4.990], [1.151, -0.301, 3.372], [0.311, 1.146, 1.430], [0.580, 1.904, 2.854], [-0.048, -2.168, 2.621], [0.253, -1.167, 1.210], [-2.013, -2.293, 1.480], [-3.233, -0.188, 0.852], [-2.126, -0.868, -0.118], [-2.623, -1.990, 3.664], [-3.718, -0.941, 2.793], [4.992, -5.306, -5.753], [4.186, -4.453, -4.807], [3.026, -4.622, -4.573], [5.178, -3.133, -4.078], [3.933, -2.229, -3.212], [3.112, -2.850, -2.278], [2.141, -2.120, -1.617], [1.984, -0.756, -1.868], [2.828, -0.135, -2.788], [3.792, -0.867, -3.461], [0.945, -0.011, -1.201], [0.103, 0.617, -0.574], [4.693, -6.345, -5.637], [6.064, -5.201, -5.592], [4.759, -4.993, -6.771], [3.233, -3.905, -2.072], [1.500, -2.606, -0.893], [2.729, 0.927, -2.972], [4.435, -0.385, -4.186]],
  "forces_ev_per_angstrom": [[0.5310, -0.1130, -0.8738], [-0.1774, 0.2037, -0.0569], [-0.0741, -0.1874, -0.0304], [-0.3059, -0.3929, 0.0537], [0.0277, 0.1077, 0.0731], [-0.3665, 0.7719, 0.3577], [0.2983, 0.0023, -0.2266], [-0.4253, 0.2593, -0.7250], [-0.4299, -0.1174, -0.1000], [-0.2004, 0.1021, 1.1937], [0.0644, -0.0131, -0.0650], [0.0375, -0.0017, 0.1229], [0.0253, 0.0128, -0.0046], [-0.0035, 0.0307, 0.0086], [0.0342, 0.0856, -0.0359], [-0.0276, 0.0062, 0.0194], [-0.5599, -0.2543, 0.8188], [-0.0658, 0.3356, -0.0370], [-0.0098, -0.1383, 0.0451], [0.1002, 0.1317, -0.0792], [0.2649, -0.0842, 0.1358], [0.1032, -0.1171, 0.0799], [-0.0602, 0.0900, 0.0691], [-0.4118, 0.0975, -0.4009], [0.0294, -0.1664, 0.1700], [-0.0219, -0.0797, -0.0066], [-0.0977, 0.0461, 0.2530], [0.5667, 0.0528, -0.3372], [-0.0378, 0.0166, 0.0166], [0.0164, 0.0103, 0.0164], [-0.0011, 0.0034, -0.0119], [0.0340, 0.0472, -0.0211], [0.1586, -0.0621, 0.0695], [0.0545, 0.0553, 0.0284], [0.0112, 0.0140, 0.0146], [-0.0270, -0.0188, 0.0758], [-0.0595, -0.0092, -0.0581], [-0.0356, -0.1206, -0.0768], [0.0136, 0.0101, 0.0166], [-0.0235, 0.0005, 0.0043], [0.0047, -0.0209, 0.0016], [0.0014, 0.0623, 0.0506], [0.2151, -0.1297, -0.1274], [-0.1170, 0.0599, 0.0382], [-0.0428, -0.0418, -0.0424], [-0.0427, 0.0919, 0.0136], [-0.0179, -0.0525, 0.1000], [0.0062, -0.0590, 0.0315], [-0.2260, 0.0717, 0.0159], [0.0466, 0.0555, -0.0044], [-0.0209, -0.0194, 0.0529], [0.4276, -0.0665, 0.1501], [0.8972, -0.6184, -0.7149], [-0.0189, -0.0038, 0.0103], [-0.0043, 0.0098, 0.0019], [0.0021, 0.0070, 0.0018], [-0.0184, 0.0537, -0.0069], [-0.0119, -0.0169, -0.0255], [-0.0151, -0.0055, -0.0388], [-0.0136, 0.0059, -0.0043]],
  "lowdin_spin": [1.8900, -0.0048, 0.0059, 0.0016, -0.0062, -0.0272, 0.0099, 0.0136, 0.0211, 0.0258, 0.0020, 0.0009, 0.0006, 0.0002, -0.0008, 0.0013, 0.0008, 0.0001, 0.0000, 0.0004, 0.0067, -0.0005, 0.0016, 0.0001, 0.0003, 0.0000, 0.0005, 0.0008, 0.0000, 0.0000, 0.0000, 0.0001, 0.0002, 0.0003, 0.0000, -0.0001, -0.0004, 0.0013, 0.0007, 0.0000, 0.0001, 0.0001, 0.0007, 0.0001, 0.0012, 0.0068, -0.0013, 0.0073, 0.0054, 0.0075, -0.0012, 0.0459, -0.0200, 0.0000, 0.0000, 0.0000, -0.0002, 0.0004, 0.0004, -0.0002],
  "charge": 1,
  "s_squared": 2.019,
  "e_tot_ha": -2696.27753,
  "e_homo_ev": [-10.72, -10.89],
  "multiplicity": 3
}